(1)
C34H33AsN12O9SW as an isolated structure in a non-equilibrium geometry, computed with wB97M-V/def2-TZVPD.

XYZ file:
```
91
Properties=species:S:1:pos:R:3
W -0.015 0.794 0.127
C 4.002 1.559 -1.414
C 4.100 0.244 -0.687
C 5.104 -0.644 -1.060
C 5.335 -1.803 -0.342
C 4.579 -2.053 0.790
C 3.552 -1.202 1.173
C 2.772 -1.525 2.416
C 3.265 -0.072 0.390
N 2.198 0.789 0.777
C 2.565 1.709 1.679
O 3.709 1.970 2.064
C 1.381 2.343 2.301
C 1.496 3.244 3.325
C 0.350 3.703 3.966
C -0.854 3.140 3.600
C -0.905 2.199 2.589
N 0.197 1.838 1.864
C -2.068 1.353 2.329
O -3.135 1.461 2.944
N -1.749 0.404 1.422
C -2.449 -0.829 1.590
C -3.695 -1.045 0.998
C -4.386 0.082 0.286
C -4.304 -2.283 1.144
C -3.726 -3.273 1.922
C -2.555 -3.007 2.606
C -1.910 -1.785 2.466
C -0.701 -1.466 3.300
H 3.646 1.422 -2.436
H 4.992 2.016 -1.470
H 3.337 2.241 -0.890
H 5.729 -0.395 -1.912
H 6.113 -2.493 -0.649
H 4.780 -2.932 1.393
H 3.411 -2.055 3.125
H 1.927 -2.171 2.164
H 2.389 -0.625 2.892
H 2.490 3.559 3.609
H 0.416 4.439 4.757
H -1.783 3.376 4.103
H -4.433 0.949 0.950
H -5.399 -0.204 -0.003
H -3.843 0.344 -0.615
H -5.254 -2.463 0.651
H -4.194 -4.247 2.010
H -2.118 -3.765 3.244
H -0.249 -2.383 3.677
H -0.995 -0.837 4.149
H 0.039 -0.914 2.729
O 2.008 -3.062 -0.569
As 0.319 -2.607 -0.200
O -0.098 -3.777 0.855
O 0.437 -1.081 0.507
C -0.475 -3.188 -1.914
C -0.084 -4.485 -2.238
C -0.519 -5.072 -3.412
C -1.369 -4.382 -4.270
C -1.774 -3.102 -3.943
C -1.315 -2.509 -2.773
S -1.907 -0.862 -2.454
O -1.397 0.015 -3.483
O -3.349 -0.989 -2.480
O -1.390 -0.537 -1.089
H 2.369 -2.374 -1.150
H 0.569 -5.007 -1.551
H -0.190 -6.073 -3.664
H -1.712 -4.844 -5.187
H -2.443 -2.530 -4.573
N 1.104 2.510 -2.976
C 1.259 1.159 -2.883
N 1.732 0.404 -3.856
N 1.744 -0.828 -3.344
N 1.325 -0.809 -2.132
N 1.014 0.454 -1.776
C 0.989 3.284 -1.858
N 1.022 4.600 -1.867
N 0.944 4.942 -0.563
N 0.863 3.899 0.171
N 0.883 2.787 -0.612
H 1.312 2.954 -3.851
C -2.535 4.208 0.221
O -1.614 3.127 0.297
C -1.590 2.123 -0.571
C -2.570 2.317 -1.671
H -2.292 4.842 1.070
H -3.561 3.848 0.314
H -2.420 4.775 -0.703
H -3.592 2.363 -1.288
H -2.505 1.533 -2.412
H -2.348 3.270 -2.163
```

Calculated values
- HOMO-LUMO gap (eV) = 6.116
- total charge = -2


(2)
One molecule with the formula C11H11NO2 in a non-equilibrium geometry, computed with wB97M-V/def2-TZVPD.

XYZ file:
```
25
Properties=species:S:1:pos:R:3
C -0.477 2.949 0.053
C 3.576 0.544 -0.027
C 3.116 -0.753 0.156
C 2.667 1.540 -0.259
C 1.807 -1.104 0.111
C 1.346 1.226 -0.348
C 0.932 -0.103 -0.002
C -0.030 1.792 -0.658
C -0.519 0.287 -0.158
C -1.506 -0.875 1.805
C -2.540 0.360 -1.269
N -0.890 3.932 0.486
O -1.225 0.343 1.161
O -1.299 -0.311 -1.094
H 4.619 0.740 -0.112
H 3.809 -1.424 0.392
H 3.092 2.503 -0.471
H 1.544 -2.129 0.269
H -0.257 1.907 -1.673
H -1.648 -0.865 2.998
H -0.629 -1.694 1.546
H -2.496 -1.297 1.490
H -2.913 0.760 -0.280
H -3.231 -0.520 -1.511
H -2.700 1.330 -1.929
```

Calculated values
- SMILES = COC1(OC)c2ccccc2[C@@H]1C#N
- HOMO-LUMO gap (eV) = 10.339
- relative energy (zero: lowest compared OMol25 entry of this formula, charge and spin) (kJ/mol) = 504.40